# 1
Density functional theory data (ωB97M-V/def2-TZVPD) for 11 unconnected molecules or ions with the total composition C22H66O11.

Geometry (Å):
C: -6.0877 -3.9044 -1.1281
C: -5.4885 -2.5395 -0.4592
O: -4.0591 -2.5172 -0.5481
H: -6.1085 -3.8661 -2.2173
H: -7.0556 -4.1840 -0.7121
H: -5.4320 -4.7080 -0.7929
H: -5.8634 -2.3671 0.5496
H: -6.0088 -1.8212 -1.0927
H: -3.7381 -1.8729 0.0871
C: 2.6314 -1.8535 1.1457
C: 3.7368 -2.9679 1.1732
O: 4.9992 -2.5115 0.7792
H: 2.3796 -1.7091 0.0951
H: 2.8223 -0.8656 1.5649
H: 1.6866 -2.2869 1.4738
H: 3.5620 -3.9664 0.7726
H: 3.8614 -3.1586 2.2391
H: 5.2724 -1.6851 1.1843
C: 3.0992 -2.9758 -2.8623
C: 3.9709 -1.8552 -2.3666
O: 5.2597 -2.2289 -2.0574
H: 2.1002 -2.5429 -2.8101
H: 3.0634 -3.8605 -2.2266
H: 3.2868 -3.3987 -3.8492
H: 3.5449 -1.3016 -1.5298
H: 4.0833 -1.0975 -3.1420
H: 5.2608 -2.3942 -1.1117
C: 0.4982 5.1219 0.5794
C: 1.5363 4.7708 1.5899
O: 2.2307 3.6129 1.1228
H: -0.1755 5.9335 0.8541
H: -0.1031 4.2157 0.5065
H: 0.9564 5.3830 -0.3745
H: 1.0757 4.3296 2.4738
H: 2.1998 5.6273 1.7089
H: 2.3556 2.9584 1.8139
C: 1.1298 2.0400 -4.2342
C: 1.8851 1.3193 -5.3678
O: 2.5198 0.1560 -4.9466
H: 0.3122 1.4243 -3.8592
H: 0.6234 2.9008 -4.6709
H: 1.7187 2.3389 -3.3670
H: 2.6421 1.9547 -5.8274
H: 1.1917 1.0554 -6.1663
H: 3.4690 0.2991 -4.9340
C: -5.2872 -1.1178 3.5468
C: -4.0069 -1.5771 2.9942
O: -3.5884 -0.8232 1.8903
H: -5.4506 -1.7037 4.4513
H: -6.1593 -1.2381 2.9040
H: -5.2730 -0.0677 3.8385
H: -4.0143 -2.6250 2.6940
H: -3.2810 -1.4989 3.8036
H: -3.3864 0.0413 2.2555
C: 0.8458 1.2426 -0.6797
C: -0.2912 0.3287 -0.8549
O: -1.5650 0.8583 -0.6073
H: 1.7074 0.8124 -1.1901
H: 1.1284 1.2424 0.3730
H: 0.6689 2.2859 -0.9410
H: -0.1144 -0.5997 -0.3117
H: -0.4158 0.0287 -1.8953
H: -2.1484 0.0966 -0.5732
C: -0.3506 -4.2370 -0.4180
C: -1.6617 -4.9547 -0.4885
O: -1.3709 -6.3236 -0.8220
H: 0.2511 -4.3799 -1.3156
H: 0.1624 -4.6622 0.4447
H: -0.4101 -3.1696 -0.2051
H: -2.3377 -4.6741 -1.2962
H: -2.1285 -4.7969 0.4838
H: -2.1493 -6.8155 -0.5504
C: 0.5734 -0.1361 3.6303
C: 1.0446 1.3009 3.9444
O: 2.0815 1.5828 3.1994
H: 1.2359 -0.9290 3.9774
H: 0.5378 -0.2731 2.5495
H: -0.4160 -0.3220 4.0482
H: 1.3048 1.4202 4.9961
H: 0.3418 2.1025 3.7172
H: 2.8784 1.4062 3.7047
C: -4.1482 3.0064 2.9739
C: -3.5828 2.7072 1.6377
O: -2.6296 1.6865 1.7830
H: -4.7123 2.1718 3.3903
H: -4.7075 3.9411 2.9352
H: -3.3846 3.1296 3.7419
H: -3.0164 3.6059 1.3936
H: -4.3084 2.3809 0.8926
H: -2.1415 1.7175 0.9569
C: 3.8422 3.8767 -3.1484
C: 3.4536 3.2864 -1.8199
O: 4.3382 3.7823 -0.8841
H: 3.3008 3.4764 -4.0056
H: 4.8695 3.8321 -3.5101
H: 3.4366 4.8858 -3.2210
H: 3.3602 2.2005 -1.8104
H: 2.4570 3.6371 -1.5520
H: 3.7725 3.8498 -0.1114

Its structure (SMILES) is CCO.CCO.CCO.CCO.CCO.CCO.CCO.CCO.CCO.CCO.CCO. As for the energy above the lowest of the compared OMol25 structures with the same formula, charge and spin: 109.4 kcal/mol. As for the total energy: -46402.001 eV. Its HOMO energy is -9.5 eV.

Now the Löwdin charges, all in e:
1. C -0.061
2. C -0.265
3. O -0.091
4. H 0.062
5. H 0.058
6. H 0.051
7. H 0.090
8. H 0.091
9. H 0.032
10. C -0.066
11. C -0.275
12. O -0.085
13. H 0.039
14. H 0.070
15. H 0.064
16. H 0.124
17. H 0.097
18. H 0.105
19. C -0.073
20. C -0.359
21. O -0.063
22. H 0.067
23. H 0.066
24. H 0.077
25. H 0.087
26. H 0.095
27. H 0.036
28. C -0.082
29. C -0.283
30. O -0.112
31. H 0.079
32. H 0.067
33. H 0.079
34. H 0.111
35. H 0.116
36. H 0.049
37. C -0.070
38. C -0.323
39. O -0.072
40. H 0.065
41. H 0.080
42. H 0.028
43. H 0.105
44. H 0.108
45. H 0.079
46. C -0.089
47. C -0.342
48. O -0.089
49. H 0.083
50. H 0.075
51. H 0.066
52. H 0.119
53. H 0.111
54. H 0.044
55. C -0.077
56. C -0.322
57. O -0.065
58. H 0.076
59. H 0.065
60. H 0.075
61. H 0.103
62. H 0.111
63. H 0.089
64. C -0.090
65. C -0.326
66. O -0.085
67. H 0.075
68. H 0.076
69. H 0.057
70. H 0.105
71. H 0.107
72. H 0.074
73. C -0.051
74. C -0.369
75. O -0.069
76. H 0.073
77. H 0.053
78. H 0.068
79. H 0.120
80. H 0.115
81. H 0.120
82. C -0.088
83. C -0.317
84. O -0.109
85. H 0.058
86. H 0.082
87. H 0.081
88. H 0.114
89. H 0.127
90. H 0.045
91. C -0.076
92. C -0.371
93. O -0.056
94. H 0.039
95. H 0.083
96. H 0.081
97. H 0.096
98. H 0.088
99. H 0.043

# 2
Density functional theory data (ωB97M-V/def2-TZVPD) for 11 unconnected molecules or ions with the total composition C22H67NO20.

Geometry (Å):
C: -1.0231 -3.0530 -3.3202
O: -1.5790 -3.3121 -4.5150
C: -2.7794 -4.1302 -4.3651
C: -3.3238 -4.5743 -5.7312
C: -4.0206 -3.4740 -6.5689
N: -4.3494 -5.5802 -5.5274
H: -0.0670 -2.5593 -3.4939
H: -0.8756 -4.0180 -2.8352
H: -1.6339 -2.4127 -2.6837
H: -2.5011 -4.9902 -3.7560
H: -3.5170 -3.5721 -3.7884
H: -2.5223 -5.0952 -6.2549
H: -3.4405 -2.5797 -6.7962
H: -4.9753 -3.1008 -6.1982
H: -4.2911 -3.9068 -7.5321
H: -3.8888 -6.3066 -4.9979
H: -4.5702 -6.0156 -6.4115
O: -1.8817 5.8637 -3.9080
C: -3.0160 5.2214 -3.4074
C: -2.7873 4.6850 -2.0018
O: -1.8175 3.6880 -1.9144
H: -1.8949 6.0371 -4.8522
H: -3.8768 5.8890 -3.3695
H: -3.3017 4.3595 -4.0105
H: -3.7307 4.4122 -1.5290
H: -2.4824 5.4705 -1.3104
H: -1.0086 3.9839 -2.3383
O: 3.9926 -2.8157 1.5669
C: 3.8719 -2.0518 0.3734
C: 5.2195 -1.5642 -0.1351
O: 5.8369 -0.5483 0.6421
H: 4.7111 -3.4138 1.3487
H: 3.4588 -2.6002 -0.4732
H: 3.3224 -1.1790 0.7258
H: 5.0163 -1.1500 -1.1226
H: 5.9601 -2.3369 -0.3417
H: 6.2145 -0.9525 1.4268
O: 3.1243 3.6591 -0.2797
C: 2.7106 4.1883 0.9414
C: 3.7906 4.2485 1.9853
O: 4.6511 5.3219 1.5307
H: 3.8144 4.1649 -0.7150
H: 2.1980 5.1272 0.7323
H: 1.9669 3.5053 1.3519
H: 4.3288 3.3038 1.9082
H: 3.4425 4.4576 2.9968
H: 3.9646 5.9493 1.2925
O: -1.9388 2.6653 3.1644
C: -3.1526 2.9136 3.8473
C: -4.2728 3.2743 2.8198
O: -4.5886 2.1935 1.9234
H: -1.1829 2.9495 3.6835
H: -3.3683 2.0607 4.4909
H: -3.0665 3.7776 4.5061
H: -4.0541 4.1963 2.2812
H: -5.1488 3.6044 3.3781
H: -3.6942 1.8908 1.7501
O: 0.9090 -2.5452 -0.5869
C: -0.0154 -3.3952 0.1822
C: 0.7774 -4.2909 1.2608
O: 1.4409 -3.5653 2.3203
H: 0.9248 -1.6817 -0.1676
H: -0.7815 -2.7709 0.6421
H: -0.4865 -4.0157 -0.5801
H: 1.5161 -4.9122 0.7544
H: 0.0425 -4.9733 1.6880
H: 2.2196 -3.0868 2.0265
O: 0.1015 0.2454 -3.8144
C: 1.4511 -0.1075 -3.4551
C: 2.3069 1.1089 -3.0342
O: 2.3134 1.2513 -1.5929
H: -0.4183 0.3707 -3.0171
H: 1.3192 -0.8363 -2.6554
H: 1.7164 -0.7219 -4.3156
H: 1.8938 2.0377 -3.4275
H: 3.2611 0.8731 -3.5052
H: 2.8254 2.0451 -1.4219
O: 1.6192 0.0537 3.0789
C: 3.0309 0.1638 3.1584
C: 3.4524 0.7183 4.5453
O: 3.1359 2.1415 4.6873
H: 1.4078 -0.1687 2.1693
H: 3.4809 -0.8171 3.0050
H: 3.3922 0.8440 2.3871
H: 4.5282 0.6039 4.6782
H: 2.9845 0.0641 5.2810
H: 2.1969 2.2856 4.8257
O: -0.8750 -2.2677 3.3037
C: -0.8786 -2.0102 4.6749
C: -1.4419 -0.6180 4.9743
O: -0.4744 0.4454 4.8872
H: -0.2156 -2.9318 3.0899
H: -1.4715 -2.7911 5.1512
H: 0.1230 -2.0373 5.1038
H: -1.9293 -0.6496 5.9487
H: -2.3152 -0.3672 4.3722
H: 0.0770 0.2543 4.1249
O: 0.9232 0.0696 0.4497
C: -0.2900 0.5298 0.8590
C: -1.3892 0.6000 -0.2552
O: -0.8999 1.0284 -1.5011
H: 1.3218 0.6046 -0.2405
H: -0.5516 -0.1840 1.6402
H: -0.0451 1.5015 1.2878
H: -2.3097 1.1330 -0.0174
H: -1.6511 -0.4427 -0.4350
H: -1.3002 1.8980 -1.5728
O: -3.1435 -1.8032 1.5600
H: -3.3128 -2.6217 1.0935
H: -2.4687 -2.0274 2.2008

Its structure (SMILES) is COC[C@H](C)N.OCCO.OCCO.OCCO.OCCO.OCCO.OCCO.OCCO.OCCO.OCCO.O. As for the total energy: -66334.935 eV. Its HOMO energy is -9.3 eV.

Atomic partial charges in e from the Löwdin method, atoms 1 to 99:
1. C -0.173
2. O -0.168
3. C -0.157
4. C -0.424
5. C -0.059
6. N 0.010
7. H 0.084
8. H 0.076
9. H 0.095
10. H 0.112
11. H 0.130
12. H 0.134
13. H 0.073
14. H 0.076
15. H 0.065
16. H 0.063
17. H 0.071
18. O -0.049
19. C -0.257
20. C -0.243
21. O -0.056
22. H 0.094
23. H 0.117
24. H 0.123
25. H 0.128
26. H 0.119
27. H 0.103
28. O -0.074
29. C -0.226
30. C -0.238
31. O -0.052
32. H 0.100
33. H 0.121
34. H 0.107
35. H 0.119
36. H 0.121
37. H 0.083
38. O -0.059
39. C -0.263
40. C -0.207
41. O -0.074
42. H 0.105
43. H 0.125
44. H 0.121
45. H 0.122
46. H 0.117
47. H 0.065
48. O -0.080
49. C -0.228
50. C -0.222
51. O -0.059
52. H 0.081
53. H 0.113
54. H 0.114
55. H 0.107
56. H 0.110
57. H 0.048
58. O -0.102
59. C -0.150
60. C -0.174
61. O -0.088
62. H 0.021
63. H 0.087
64. H 0.094
65. H 0.111
66. H 0.111
67. H 0.036
68. O -0.101
69. C -0.211
70. C -0.173
71. O -0.091
72. H 0.021
73. H 0.097
74. H 0.117
75. H 0.122
76. H 0.109
77. H 0.051
78. O -0.086
79. C -0.212
80. C -0.177
81. O -0.074
82. H 0.031
83. H 0.103
84. H 0.116
85. H 0.115
86. H 0.116
87. H 0.072
88. O -0.088
89. C -0.226
90. C -0.214
91. O -0.080
92. H 0.049
93. H 0.118
94. H 0.128
95. H 0.114
96. H 0.108
97. H 0.023
98. O -0.097
99. C -0.217

Among the records above, which one has the highest total energy?
C22H66O11